{"formula": "C12H17N4OPdS2", "method": "ωB97M-V/def2-TZVPD", "homo_ev": [-11.158, -11.157], "charge": 1, "relative_energy_ev": 2.020, "spin_multiplicity": 1, "homo_lumo_gap_ev": [6.685, 6.689], "symbols": ["Pd", "C", "C", "N", "N", "C", "N", "S", "C", "C", "C", "C", "C", "N", "H", "H", "H", "H", "H", "H", "H", "H", "H", "O", "S", "C", "C", "C", "C", "H", "H", "H", "H", "H", "H", "H", "H"], "coordinates": [[-0.2031, 0.2138, 0.0683], [3.8642, -0.1099, -0.9647], [2.3931, -0.3613, -0.9286], [1.7437, -0.4906, 0.1995], [2.3906, -0.4539, 1.3534], [1.7056, -0.2673, 2.4427], [2.3034, -0.3710, 3.6307], [-0.0009, 0.1817, 2.4632], [1.6275, -0.5220, -2.1592], [2.2362, -0.8082, -3.3871], [1.4564, -0.8839, -4.5251], [0.0836, -0.7129, -4.4175], [-0.4540, -0.4984, -3.1554], [0.2878, -0.3891, -2.0635], [4.1672, 0.3901, -0.0472], [4.1328, 0.5031, -1.8207], [4.4099, -1.0534, -1.0213], [3.2583, -0.6867, 3.6901], [1.7853, -0.2057, 4.4776], [3.2994, -0.9860, -3.4395], [1.9125, -1.0812, -5.4830], [-0.5513, -0.7527, -5.2874], [-1.5228, -0.3905, -3.0264], [-1.2984, 1.8915, -0.7719], [-2.4377, 1.0424, -0.2979], [-3.7475, 1.2278, -1.5932], [-4.6792, 2.3224, -1.1078], [-4.7755, 2.1595, 0.4047], [-3.3465, 2.0895, 0.9115], [-4.2476, 0.2623, -1.6593], [-3.2571, 1.4615, -2.5343], [-5.6569, 2.2463, -1.5818], [-4.2623, 3.3003, -1.3503], [-5.3049, 1.2364, 0.6468], [-5.3126, 2.9915, 0.8576], [-3.2506, 1.6456, 1.9006], [-2.8498, 3.0594, 0.8851]], "forces_ev_per_a": [[3.62, -2.16, 0.35], [-0.02, -0.19, 0.23], [0.18, -0.34, 0.96], [-1.53, 1.11, -0.80], [1.45, -0.54, 0.63], [-0.90, 0.29, -0.55], [0.10, -0.02, 0.18], [-0.19, 0.16, -1.36], [-0.25, -0.06, -0.62], [-0.14, 0.11, 0.54], [-0.27, -0.01, 0.04], [0.23, -0.05, 0.24], [-0.24, 0.13, -0.30], [0.14, 0.41, 0.93], [0.00, -0.04, -0.05], [-0.04, 0.00, -0.08], [0.09, -0.02, -0.02], [-0.06, 0.06, -0.06], [0.08, -0.01, -0.11], [0.06, 0.12, 0.03], [0.03, -0.02, -0.07], [-0.12, -0.04, -0.01], [-0.01, 0.02, 0.02], [0.58, 1.14, -0.42], [-2.77, 0.71, -0.14], [-0.02, -0.22, 0.44], [-0.14, 0.08, 0.10], [-0.13, 0.09, -0.10], [-0.11, -0.52, 0.02], [-0.05, -0.04, -0.05], [0.26, -0.11, 0.02], [0.02, 0.01, -0.06], [0.00, 0.03, -0.02], [-0.08, 0.02, 0.05], [0.00, -0.04, 0.10], [0.06, 0.03, 0.00], [0.18, -0.07, -0.12]]}

{"formula": "C5H13NOS2", "method": "ωB97M-V/def2-TZVPD", "homo_ev": -0.436, "charge": -2, "spin_multiplicity": 1, "homo_lumo_gap_ev": 5.960, "symbols": ["C", "C", "S", "C", "N", "C", "C", "S", "H", "H", "H", "H", "H", "H", "H", "H", "H", "H", "H", "H", "H", "O"], "coordinates": [[0.9392, 1.0189, 0.2467], [2.2837, 0.7641, 1.0166], [3.1972, 2.3862, 1.1832], [0.2910, -0.3494, -0.0165], [-1.0621, -0.3009, -0.5768], [-2.2095, -0.4642, 0.3722], [-3.5412, -0.8004, -0.2543], [-3.9675, -2.5798, -0.1284], [0.2435, 1.5362, 0.9014], [1.2368, 1.4132, -0.7173], [1.9873, 0.5054, 2.0384], [2.8028, -0.0818, 0.5537], [0.1401, -0.7109, 1.0445], [0.8274, -1.0617, -0.6424], [-1.2274, -0.9972, -1.2951], [-2.2759, 0.4475, 0.9877], [-1.8099, -1.1668, 1.1191], [-4.3479, -0.2377, 0.2521], [-3.5770, -0.4462, -1.2935], [3.6705, 0.9372, -1.9629], [3.1583, 0.1292, -0.9282], [3.2405, 0.0592, -1.9003]], "forces_ev_per_a": [[1.39, -2.34, -0.30], [-1.42, 1.90, 0.43], [0.28, -0.84, -0.34], [-1.90, -0.14, 1.54], [-1.35, 0.45, -0.68], [2.18, 0.92, 0.77], [-0.65, -0.31, 0.22], [-0.06, -0.10, -0.29], [0.16, 0.75, -0.49], [-0.55, 0.98, 0.02], [0.29, -0.50, -0.14], [0.23, 0.04, 0.45], [0.55, -0.63, -0.83], [0.65, 0.21, 0.29], [0.38, -0.04, 0.12], [-0.11, 0.31, -0.39], [-0.89, -0.60, -0.07], [0.42, -0.08, -0.06], [0.25, -0.11, 0.09], [-0.23, -0.43, -0.62], [-0.35, -0.61, -0.38], [0.75, 1.17, 0.67]]}

Number 1: E_tot -45871.1445 eV. Number 2: E_tot -30602.8556 eV.